No. 1
The following is a DFT calculation (wB97M-V/def2-TZVPD) of a structure of composition C10H22N2O8Pt at a distorted geometry.

Last column: Löwdin charge in e.
Atoms and positions in Å:
Pt -14.01 17.35 -3.94  1.180
O -15.54 16.41 -5.18  -0.179
O -15.80 18.34 -5.16  -0.126
O -14.88 16.78 -1.93  -0.152
O -17.47 17.30 -5.09  -0.076
O -16.86 17.81 -1.76  -0.095
O -10.92 14.12 -1.78  -0.202
O -15.12 18.65 -2.49  -0.129
O -12.07 17.87 -2.82  -0.319
N -13.29 15.11 -3.65  -0.010
N -12.53 18.03 -5.51  -0.043
C -12.41 13.98 -3.72  -0.420
C -11.52 18.85 -4.90  -0.408
C -12.35 13.59 -5.18  -0.063
C -15.59 17.78 -1.84  -1.113
C -11.05 14.40 -3.16  -0.210
C -11.86 19.14 -3.42  -0.199
C -11.70 17.75 -1.42  -0.059
C -16.30 17.32 -5.50  -1.112
C -11.10 20.00 -5.87  -0.061
C -9.54 13.97 -1.33  -0.097
H -9.28 12.92 -1.44  0.078
H -12.56 19.93 -3.15  0.130
H -11.85 12.67 -5.49  0.063
H -12.01 17.60 -6.26  0.078
H -13.37 13.34 -5.50  0.082
H -12.50 18.02 -0.74  0.095
H -13.02 18.54 -6.23  0.080
H -10.93 19.50 -2.98  0.098
H -14.14 14.79 -4.09  0.070
H -10.73 18.20 -1.23  0.072
H -13.56 15.25 -2.68  0.066
H -11.11 19.61 -6.89  0.061
H -10.67 15.42 -3.26  0.122
H -9.36 14.35 -0.32  0.074
H -10.08 20.29 -5.61  0.060
H -8.82 14.60 -1.85  0.072
H -10.35 13.75 -3.67  0.104
H -12.74 13.16 -3.08  0.141
H -11.81 20.83 -5.85  0.076
H -10.60 18.27 -4.87  0.122
H -11.97 14.40 -5.80  0.082
H -11.52 16.68 -1.33  0.069

## Properties
Charge ... -2
Calculated total energy ... -1224.57245 Ha
Max |F| ... 13.249 eV/A
2S+1 ... 3
Energy above the lowest of the compared OMol25 structures with the same formula, charge and spin ... 899.10 kJ/mol
Highest occupied orbital energy (alpha / beta) ... 1.35 / 1.98 eV
LUMO energy (alpha / beta) ... 0.15357 / 0.15572 Ha

---

No. 2
The following is a DFT calculation (wB97M-V/def2-TZVPD) of a cluster of 2 separate species, CH6N2S in total at a distorted geometry.

Last column: Löwdin charge in e.
Atoms and positions in Å:
S 2.76 -2.82 3.27  0.404
N -1.45 1.15 -1.98  0.025
N -0.41 1.98 -0.07  0.036
C -0.35 1.29 -1.14  -0.392
H -1.26 1.30 -2.98  0.090
H -2.40 0.99 -1.69  0.081
H -1.25 1.82 0.53  0.059
H 0.51 0.69 -1.45  0.103
H 1.91 -2.60 2.06  -0.118
H 1.93 -3.81 3.45  -0.287

## Properties
SMILES ... [H]/N=C\N.S
Calculated total energy ... -549.31986 Ha
Max |F| ... 3.406 eV/A
2S+1 ... 1
Energy above the lowest of the compared OMol25 structures with the same formula, charge and spin ... 176.80 kJ/mol
Highest occupied orbital energy ... -8.67 eV
LUMO energy ... 0.02627 Ha

---

energy above the lowest of the compared OMol25 structures with the same formula, charge and spin of number 2 (CH6N2S)? 176.80 kJ/mol